Entry 1:
The following is a DFT calculation (ωB97M-V/def2-TZVPD) of a structure of composition C23H35OW.

Geometry as XYZ:
```
60
Properties=species:S:1:pos:R:3
H -3.0104 -4.0271 0.3814
H -3.7081 -4.1125 -1.2478
W 0.2981 0.2247 0.4850
H -1.9084 -2.2756 -0.8543
C -1.1240 1.8078 0.5510
C -2.3670 2.0078 -0.2573
H 3.3933 -0.6108 0.2253
H 1.7082 0.4668 3.7429
C 0.1743 2.3469 0.2624
C 0.3848 -2.1186 0.6478
C -1.0726 1.2046 1.8497
C 0.0897 -1.4609 1.9058
H 0.8445 -1.5303 2.6915
H 1.5013 3.3030 -1.1564
H -3.4235 -1.7600 -1.6673
C -0.2005 -0.2145 -2.6515
C 0.4416 3.2640 -0.8828
C -2.2723 0.8278 2.6624
H 3.0270 2.3140 0.5088
H -3.0537 1.1702 -0.0816
H 2.5168 -0.8590 1.7472
H -2.8764 2.9509 0.0122
H -2.6344 1.6957 3.2420
H 0.1052 4.2850 -0.6412
H 2.4990 -1.8225 -1.9674
H -0.1232 2.9493 -1.7682
H -2.7297 -1.3526 1.0296
H 1.5302 0.5474 -5.5014
H 0.0083 0.1804 4.1549
C 2.5094 2.3519 1.4757
C 1.9913 0.6999 -2.1326
H 2.5929 3.3724 1.8825
H 3.0400 1.6552 2.1381
H 1.0598 -2.8356 -1.8390
H -0.3275 -2.8277 0.2243
C 0.7032 0.9113 3.7204
H -4.6301 -3.3518 0.0739
H -3.0928 0.5110 2.0101
C -3.0024 -2.1584 -0.7345
O -3.2487 -1.1217 0.2338
H 3.1891 1.3213 -3.8048
H 0.7024 1.7959 4.3764
C 1.0671 1.9852 1.3435
C 2.2493 0.8596 -3.4923
H 2.6024 -3.3855 -1.1510
H -0.9465 -1.4638 2.2726
H -2.1399 2.0396 -1.3280
C 0.7352 0.2271 -1.7192
C 0.2751 1.3010 2.3386
H -2.0492 0.0213 3.3725
C 0.1191 -0.1517 -4.0147
H -1.1661 -0.6007 -2.2993
H 2.7615 0.9334 -1.3931
C 2.7979 -1.3432 0.7984
C 1.6331 -1.8642 0.0166
H 3.4871 -2.1712 1.0494
C 1.3218 0.4275 -4.4385
C -3.6257 -3.4866 -0.3511
C 1.9575 -2.5078 -1.3048
H -0.5845 -0.5454 -4.7463
```

Values from the calculation:
* charge: +1
* spin multiplicity: 3
* HOMO energy (alpha / beta): -0.42161 / -0.42076 hartree
* orbital gap (alpha / beta): 7.627 / 7.190 eV
* LUMO level (alpha / beta): -3.8 / -4.3 eV
* molecular weight: 511.37 g mol⁻¹
* total energy: -28283.2934 eV
* ⟨S²⟩: 2.0113
* relative energy (zero: lowest compared OMol25 entry of this formula, charge and spin): 0.0 kJ/mol

Entry 2:
The following is a DFT calculation (ωB97M-V/def2-TZVPD) of the molecule C5H10O2.

Geometry as XYZ:
```
17
Properties=species:S:1:pos:R:3
C -2.0113 0.3115 0.4914
H -1.5169 -1.8237 0.2662
H -2.8880 0.8623 0.1275
O 0.3084 0.7895 -0.5408
H 2.4801 0.8721 0.7256
C 2.3043 -0.1073 0.2542
H -2.2077 -1.0201 -1.2916
C -1.9132 -0.9487 -0.2526
H 0.5096 -1.2405 -0.2491
H 0.3816 -0.1972 1.1970
C 0.8214 -0.2888 0.2108
C -0.9465 1.1183 -0.2049
H 2.7197 -0.9013 0.8814
H -2.0583 0.2414 1.5956
H -1.1902 2.1106 -0.5864
H 2.3507 0.4193 -1.5861
O 2.8562 -0.1976 -1.0383
```

Values from the calculation:
* charge: 0
* HOMO energy (alpha / beta): -0.28634 / -0.25496 hartree
* orbital gap (alpha / beta): 8.724 / 7.461 eV
* LUMO level (alpha / beta): 0.9 / 0.5 eV
* molecular weight: 102.13 g mol⁻¹
* total energy: -9437.5997 eV
* relative energy (zero: lowest compared OMol25 entry of this formula, charge and spin): 525.2 kJ/mol

Entry 3:
The following is a DFT calculation (ωB97M-V/def2-TZVPD) of a structure of composition C17H21Cl3O3Ti.

Geometry as XYZ:
```
45
Properties=species:S:1:pos:R:3
H 0.0408 -2.9365 -2.7010
H 3.2473 -0.0988 -3.6162
H -1.4790 3.0225 -1.9936
H 2.1676 -1.7850 5.7295
C -0.3249 -0.2280 3.9928
H 3.4416 0.8036 -2.1138
C 1.3718 2.7421 -2.2363
Cl -3.5310 -3.5561 -0.1511
H -2.0983 -1.9529 -2.6251
O -0.3590 1.7738 0.4593
H 0.8766 -2.4265 -4.1653
Ti 0.0442 0.2019 -0.5761
C 0.8095 -2.2746 -3.0859
H -2.1027 0.6064 4.9246
C -1.7397 2.1402 -2.5692
H -2.9194 -0.4232 -2.8481
C -1.1664 0.0847 5.0789
C 1.4494 0.1605 -2.5430
H -2.6557 1.7393 -2.1480
H 3.2211 -0.9324 -2.0640
H -2.0744 -1.1695 -4.2040
H 1.6256 3.1488 -3.2166
H 1.7548 -2.5747 -2.6455
C -2.0408 -0.9915 -3.1271
H -1.4567 -0.0252 7.2095
H 0.6972 3.4407 -1.7513
H 0.6732 -1.2204 7.6241
O 0.1311 -0.0845 1.6066
C -0.8047 -0.2717 6.3812
H 0.4509 2.1707 0.8162
H -1.9387 2.4502 -3.5966
C 0.3959 -0.9448 6.6149
H 2.2811 2.6922 -1.6450
C 0.5006 -0.8546 -2.8023
Cl -2.2503 -0.2392 -0.0737
C 0.8824 -0.9061 4.2410
Cl 0.4144 -2.0357 0.1056
C -0.7101 0.1511 2.6152
C 2.9192 -0.0243 -2.5774
C 1.2379 -1.2622 5.5463
C 0.7473 1.4035 -2.3878
O -1.8435 0.7887 2.4264
H 1.5505 -1.1630 3.4287
C -0.6483 1.1342 -2.5431
C -0.7885 -0.2747 -2.7918
```

Values from the calculation:
* charge: -2
* HOMO energy: -0.02704 hartree
* orbital gap: 4.987 eV
* LUMO level: 4.3 eV
* molecular weight: 427.58 g mol⁻¹
* total energy: -84798.9651 eV

Entry 4:
The following is a DFT calculation (ωB97M-V/def2-TZVPD) of the molecule C5H8N2O2.

Geometry as XYZ:
```
17
Properties=species:S:1:pos:R:3
O -0.3314 -0.7740 -1.7217
O 0.1692 0.4660 2.3028
H -0.1961 2.6489 -0.2371
N 1.7124 0.1537 0.5930
H 1.9917 1.1296 0.5552
C -0.8253 0.6374 -0.0057
C -0.4234 1.7991 -0.8837
C -0.0533 -2.7504 1.1954
H -0.1543 -3.7675 1.4959
H 1.7857 -0.2570 -0.3307
C 0.3724 0.0784 1.1452
H -0.5069 -1.6877 -1.9999
H 0.4524 1.5749 -1.4899
N -1.0617 -0.6346 -0.5778
H -1.2399 2.0924 -1.5468
C -0.0064 -1.5724 0.8810
H -1.6851 0.8632 0.6248
```

Values from the calculation:
* charge: 0
* HOMO energy (alpha / beta): -0.32605 / -0.31224 hartree
* orbital gap (alpha / beta): 7.506 / 6.457 eV
* LUMO level (alpha / beta): -1.4 / -2.0 eV
* molecular weight: 128.13 g mol⁻¹
* total energy: -12382.1271 eV
* relative energy (zero: lowest compared OMol25 entry of this formula, charge and spin): 849.9 kJ/mol